Density functional theory data (ωB97M-V/def2-TZVPD) for a 6-piece molecular cluster, C10H22N4O14S overall in a non-equilibrium geometry.

Element x y z (Å)
C  4.760  2.351  4.083
N  4.213  3.346  5.075
O  4.458  4.505  4.869
O  3.628  2.916  6.087
H  4.890  2.840  3.117
H  4.015  1.580  3.890
H  5.754  2.084  4.442
C  -1.711  -0.282  6.189
N  -3.126  -0.439  6.533
O  -3.386  -0.889  7.620
O  -3.945  -0.009  5.714
H  -1.616  -0.891  5.290
H  -1.053  -0.678  6.962
H  -1.466  0.765  6.015
C  1.007  5.250  -6.946
N  1.447  3.993  -6.199
O  2.428  3.314  -6.623
O  0.831  3.705  -5.141
H  0.818  5.259  -8.019
H  1.865  5.921  -6.902
H  0.245  5.827  -6.423
C  0.688  3.044  0.266
N  0.096  2.882  1.629
O  -1.030  2.333  1.755
O  0.739  3.363  2.485
H  1.594  3.648  0.310
H  -0.001  3.696  -0.271
H  0.893  2.104  -0.246
O  3.698  -1.269  -1.678
S  2.406  -1.754  -2.121
O  1.355  -1.896  -1.096
O  1.831  -0.831  -3.427
C  1.020  -1.555  -4.263
C  1.514  -2.973  -4.157
O  2.531  -3.061  -3.165
H  0.004  -1.482  -3.874
H  1.032  -1.310  -5.325
H  2.074  -3.293  -5.035
H  0.679  -3.625  -3.901
O  -4.123  -5.255  -2.137
C  -3.894  -4.596  -1.107
C  -4.349  -4.932  0.340
C  -3.499  -4.047  1.179
C  -3.300  -2.834  0.166
O  -3.259  -3.412  -1.147
H  -5.421  -4.747  0.414
H  -4.207  -5.981  0.598
H  -4.042  -3.767  2.082
H  -2.569  -4.507  1.513
H  -4.135  -2.136  0.232
H  -2.382  -2.275  0.347

Cartesian forces, eV/Å:
-0.426 0.509 -0.631
-0.475 -0.952 1.374
-0.041 0.414 -0.107
0.859 0.396 -1.827
0.029 0.430 0.306
0.422 -0.295 0.740
-0.395 -0.502 0.136
0.940 -0.521 -0.558
-0.913 1.500 -0.194
-0.378 -0.413 0.216
0.808 -0.756 0.785
0.359 0.369 -0.139
-0.459 -0.023 0.082
-0.354 -0.145 -0.209
1.045 1.317 0.449
0.454 -2.144 0.898
-2.813 2.305 0.742
1.341 1.007 -2.706
-0.184 -1.340 0.164
0.393 -0.244 0.248
-0.244 -0.909 0.213
-0.151 0.683 -0.856
-2.585 -1.606 -2.089
2.384 0.969 -0.403
1.113 0.839 2.729
0.043 -0.396 0.588
-0.309 -0.558 -0.228
-0.467 0.015 0.249
-1.990 -0.954 -1.297
-1.057 0.268 -0.540
1.962 -0.043 -2.587
2.133 1.447 2.422
-1.366 -1.035 0.018
0.287 -1.527 -0.330
0.171 1.406 2.712
-0.215 -0.028 -0.291
0.343 0.925 0.301
-0.551 -0.126 -0.201
0.249 -0.309 -0.164
0.820 1.857 2.985
-1.410 -2.426 -2.637
0.398 -0.955 -1.125
-0.224 1.781 -0.132
0.472 -0.383 1.520
-0.163 -0.298 0.604
0.011 0.274 -0.032
-0.027 -0.066 -0.488
0.169 0.406 -0.020
0.103 0.058 -0.413
-0.115 -0.080 -0.081
0.000 -0.140 -0.197

- Max |F|: 0.075 hartree/bohr
- Kohn-Sham gap: 9.613 eV
- Highest occupied orbital energy: -0.3729 hartree

***

Density functional theory data (ωB97M-V/def2-TZVPD) for a 2-piece molecular cluster, C10H23B3FNO6 overall in a non-equilibrium geometry.

Element x y z (Å)
C  1.582  0.350  3.017
C  0.914  0.892  1.601
C  0.257  2.364  1.908
C  -0.821  2.704  0.708
B  -2.337  2.477  1.302
O  -2.874  2.977  2.581
B  -3.690  1.850  3.116
O  -4.643  2.211  4.218
O  -3.587  0.437  2.681
B  -3.254  0.328  1.241
C  -2.830  -1.055  0.446
C  -2.301  -2.265  1.429
O  -3.143  -3.010  2.177
F  -0.853  -2.619  1.510
O  -3.268  1.627  0.478
H  0.821  0.529  3.915
H  1.877  -0.785  2.921
H  2.518  1.046  3.265
H  1.687  0.938  0.707
H  0.016  0.188  1.259
H  1.048  3.244  1.958
H  -0.377  2.254  2.898
H  -0.659  1.855  -0.116
H  -0.642  3.725  0.166
H  -4.655  1.492  4.917
H  -3.654  -1.426  -0.334
H  -1.894  -0.759  -0.234
C  0.989  0.443  -3.214
O  1.723  0.061  -2.062
C  1.671  -1.337  -1.765
C  2.592  -2.217  -2.645
C  2.076  -2.422  -4.067
N  3.956  -1.672  -2.706
H  0.068  -0.135  -3.328
H  1.617  0.348  -4.103
H  0.726  1.500  -3.116
H  2.011  -1.430  -0.726
H  0.636  -1.696  -1.784
H  2.640  -3.206  -2.174
H  2.256  -1.566  -4.717
H  2.581  -3.278  -4.532
H  1.000  -2.632  -4.072
H  4.339  -1.645  -1.760
H  3.880  -0.684  -2.964

Cartesian forces, eV/Å:
-0.039 0.668 -0.408
-0.308 0.354 0.844
-0.442 -0.170 -0.685
0.306 -0.863 -0.376
-1.056 0.688 -0.569
-0.695 -4.567 -1.753
-1.159 1.173 1.855
2.995 -2.125 -1.695
0.997 2.525 -2.663
-0.884 1.957 0.646
1.973 -0.638 -0.751
-4.552 -4.641 4.123
6.381 5.439 -5.431
-4.048 1.526 -0.604
2.178 -2.152 3.570
1.535 -0.636 -2.030
-0.473 2.359 0.393
-1.872 -1.759 -0.579
-1.571 -0.101 1.909
1.949 1.309 0.786
-1.577 -2.057 0.236
1.673 0.512 -1.752
-0.435 1.963 1.533
-0.383 -1.812 1.212
-0.192 1.054 -1.447
1.718 0.515 2.113
-1.976 -0.542 1.444
0.286 0.301 0.043
-0.278 -0.488 0.118
0.322 0.042 0.094
-0.059 0.437 -0.124
-0.079 -0.387 -0.221
-0.142 0.261 0.304
0.070 -0.071 -0.031
-0.238 -0.073 -0.114
0.027 -0.107 0.130
0.007 0.133 -0.114
-0.082 0.009 -0.169
-0.014 0.162 0.080
0.020 0.022 0.144
-0.061 0.198 0.145
0.111 0.032 0.006
0.021 -0.105 -0.189
0.045 -0.345 -0.026

- Max |F|: 0.194 hartree/bohr
- Kohn-Sham gap: 9.229 eV
- Highest occupied orbital energy: -0.3473 hartree

***

Density functional theory data (ωB97M-V/def2-TZVPD) for C10H23GeN3O6P2PdS as an isolated structure in a non-equilibrium geometry.

Element x y z (Å)
Pd  -0.799  1.257  0.772
N  2.543  0.359  3.047
C  2.205  1.713  2.449
C  3.217  2.757  2.902
P  2.205  1.423  0.604
O  3.698  0.866  0.525
O  1.984  2.673  -0.177
O  1.224  0.285  0.409
P  0.473  2.124  2.896
O  0.623  2.658  4.367
O  -0.010  3.131  1.894
O  -0.373  0.849  2.797
H  3.399  -0.006  2.614
H  1.776  -0.297  2.853
H  2.685  0.418  4.059
H  4.217  2.507  2.547
H  3.226  2.859  3.987
H  2.942  3.721  2.475
H  4.092  0.799  -0.354
H  -0.188  2.873  4.847
S  -1.385  1.712  -1.260
C  -1.419  3.486  -0.964
N  -0.199  4.019  -0.763
C  -0.083  5.342  -0.602
C  -1.213  6.132  -0.653
C  -2.429  5.493  -0.830
N  -2.523  4.164  -0.998
H  0.680  3.421  -0.586
H  0.917  5.715  -0.425
H  -1.147  7.204  -0.538
H  -3.362  6.042  -0.845
C  -4.281  -1.555  0.368
Ge  -2.393  -1.239  0.082
C  -1.674  -1.792  -1.624
C  -1.332  -1.772  1.611
C  -2.806  0.935  -0.402
H  -4.444  -2.626  0.499
H  -4.878  -1.225  -0.480
H  -4.629  -1.057  1.273
H  -1.623  -2.882  -1.635
H  -0.663  -1.410  -1.770
H  -2.310  -1.476  -2.450
H  -1.549  -2.835  1.746
H  -1.610  -1.240  2.516
H  -0.270  -1.649  1.407
H  -3.348  1.617  0.259
H  -3.568  0.732  -1.165

Cartesian forces, eV/Å:
0.547 -1.301 1.017
0.001 -0.007 0.005
-0.015 0.030 -0.033
0.006 -0.031 -0.043
-0.172 -0.161 -0.120
-0.073 0.089 0.017
0.151 0.067 -0.033
0.006 0.191 -0.008
-0.198 0.260 0.075
0.150 -0.222 0.027
-0.113 0.367 -0.048
0.139 0.108 0.044
0.009 0.002 0.030
0.005 0.002 -0.014
-0.015 0.000 -0.002
0.001 0.004 0.011
-0.003 0.006 0.004
0.007 0.005 0.004
0.053 -0.001 -0.049
-0.048 0.015 0.041
-0.822 -0.131 -0.021
0.271 0.023 -0.114
-0.055 0.232 0.011
-0.084 -0.054 -0.012
0.024 0.004 0.008
0.023 0.002 0.000
-0.110 -0.026 -0.008
0.029 -0.133 0.005
-0.012 0.015 -0.003
-0.003 -0.001 0.005
0.000 0.001 -0.007
-0.103 -0.109 0.025
-0.439 0.301 -0.174
0.052 0.049 -0.036
0.072 0.089 -0.038
-0.037 0.733 -0.746
0.037 0.002 -0.001
0.001 0.002 -0.003
0.010 0.026 -0.010
0.003 -0.005 -0.001
0.003 -0.014 -0.001
0.005 -0.003 0.000
-0.010 -0.005 -0.027
0.015 -0.019 0.019
0.006 -0.001 0.043
0.393 0.205 0.111
0.293 -0.606 0.049

- Net charge: +2
- Max |F|: 0.034 hartree/bohr
- Energy above the lowest of the compared OMol25 structures with the same formula, charge and spin: 11.4 kcal/mol
- Kohn-Sham gap (spin up / spin down): 7.420 / 7.419 eV
- Highest occupied orbital energy (spin up / spin down): -0.5691 / -0.5689 hartree

***

Density functional theory data (ωB97M-V/def2-TZVPD) for a 2-piece molecular cluster, C10H23N2O3S overall.

Element x y z (Å)
N  -4.332  -2.889  -2.406
C  -3.451  -2.301  -3.074
C  -2.075  -1.960  -2.536
N  -2.190  -0.762  -1.655
C  -2.302  0.529  -2.411
C  -2.985  1.517  -1.499
C  -2.458  1.535  -0.044
C  -1.387  0.469  0.348
C  -1.069  -0.593  -0.698
H  -4.003  -3.159  -1.474
H  -3.686  -2.009  -4.089
H  -1.634  -2.795  -2.013
H  -1.442  -1.704  -3.371
H  -3.064  -0.835  -1.126
H  -2.861  0.383  -3.319
H  -1.310  0.844  -2.685
H  -4.033  1.239  -1.468
H  -2.959  2.495  -1.946
H  -2.036  2.499  0.166
H  -3.305  1.403  0.606
H  -1.742  -0.032  1.234
H  -0.469  0.941  0.640
H  -0.189  -0.302  -1.250
H  -0.825  -1.529  -0.220
O  1.651  0.168  2.118
S  2.812  0.903  1.703
O  3.418  0.642  0.435
O  3.905  0.832  2.845
C  4.316  -0.472  3.319
C  5.257  -1.170  2.358
C  2.479  2.628  1.831
H  3.434  -1.078  3.531
H  4.818  -0.281  4.265
H  4.755  -1.434  1.428
H  5.637  -2.085  2.811
H  6.097  -0.524  2.107
H  2.040  2.831  2.804
H  1.780  2.881  1.036
H  3.409  3.173  1.698

Cartesian forces, eV/Å:
-0.471 -0.280 0.332
0.276 -0.023 0.074
-0.318 0.213 -0.733
0.275 0.053 -0.161
-0.231 0.289 0.155
-0.182 -0.294 0.424
0.600 -0.384 -0.479
-0.861 0.021 -0.168
0.539 0.330 0.650
-0.076 -0.050 -0.001
-0.017 0.101 -0.232
0.026 -0.118 0.410
0.480 0.180 -0.073
0.035 -0.243 0.073
-0.313 -0.219 -0.276
0.509 -0.086 -0.056
-0.367 -0.013 -0.079
0.107 0.408 -0.182
0.051 0.472 0.121
-0.291 0.114 0.322
-0.079 -0.205 0.357
0.459 0.162 0.060
0.134 -0.035 -0.522
-0.191 -0.417 0.058
-0.155 -0.249 -0.282
0.454 0.628 0.481
-0.269 -0.236 -0.157
-0.199 0.085 -0.155
0.270 -0.598 0.151
-0.102 0.117 -0.204
-0.013 0.022 0.052
-0.083 0.112 -0.068
-0.061 0.204 -0.012
-0.008 -0.014 0.019
-0.004 0.027 0.075
0.033 -0.020 0.060
0.020 -0.013 0.008
0.014 -0.031 -0.025
0.010 -0.012 -0.017

- Net charge: +1
- Max |F|: 0.018 hartree/bohr
- Energy above the lowest of the compared OMol25 structures with the same formula, charge and spin: 0.0 kcal/mol
- Kohn-Sham gap: 10.465 eV
- Highest occupied orbital energy: -0.4858 hartree

***

Density functional theory data (ωB97M-V/def2-TZVPD) for C10H23N2O9SZn as an isolated structure in a non-equilibrium geometry.

Element x y z (Å)
Zn  0.966  0.014  0.736
C  4.017  1.047  -1.615
C  3.908  1.072  -0.098
O  2.809  0.984  0.417
O  4.906  1.431  0.564
H  4.489  1.956  -1.989
H  3.146  0.932  -2.260
H  4.536  0.121  -1.863
S  2.039  -2.016  1.983
O  1.587  -1.737  0.618
O  3.441  -2.173  2.130
O  1.543  -0.718  2.545
O  1.441  -3.089  2.680
O  0.479  0.348  -1.207
C  0.339  -0.180  -2.292
N  0.633  -1.449  -2.427
C  -0.220  0.548  -3.523
H  1.124  -1.968  -1.713
H  0.276  -1.960  -3.222
H  0.174  0.128  -4.448
H  -0.156  1.612  -3.295
H  -1.294  0.420  -3.387
C  1.091  3.190  1.273
O  0.563  1.900  1.509
C  -0.733  1.974  2.066
C  -1.245  0.551  2.350
N  -1.208  -0.091  1.029
C  -1.802  -1.414  1.315
C  -2.507  -1.913  0.027
O  -3.304  -0.973  -0.705
C  -4.520  -1.442  -1.236
H  0.793  3.481  0.265
H  2.138  3.241  1.569
H  0.797  3.938  2.009
H  -1.408  2.367  1.305
H  -0.822  2.541  2.993
H  -2.188  0.583  2.894
H  -0.611  0.088  3.106
H  -2.086  0.137  0.585
H  -2.532  -1.299  2.116
H  -1.083  -2.175  1.618
H  -3.146  -2.733  0.355
H  -1.793  -2.411  -0.629
H  -5.184  -1.910  -0.510
H  -4.312  -2.290  -1.889
H  -5.081  -0.662  -1.750

Cartesian forces, eV/Å:
1.278 1.468 0.078
0.266 -0.860 -0.955
2.402 2.423 0.381
-4.017 -0.964 0.900
0.491 -0.524 -1.182
0.591 -0.283 0.177
-0.877 0.157 0.700
0.856 0.272 -0.175
1.480 1.760 3.226
-0.515 -3.218 -4.874
2.523 0.382 -0.998
-0.649 1.468 1.827
-3.067 -2.894 0.514
-0.325 1.728 -0.338
-0.208 0.784 -0.182
0.127 -2.284 -1.335
-0.451 -0.276 1.956
-0.096 0.141 0.569
0.402 0.108 0.077
-0.169 0.555 0.014
0.781 0.016 -0.665
-0.286 -0.474 -0.602
0.693 0.464 0.535
-0.699 0.906 1.473
-0.992 -1.146 0.320
1.394 2.157 0.259
-1.864 -1.958 2.253
-0.076 -1.167 -1.413
-0.336 -1.521 0.398
0.371 0.958 0.767
0.221 -1.196 0.114
0.600 0.322 -0.010
0.422 -0.833 -1.298
-1.331 -0.061 0.078
-0.196 0.573 -0.042
0.498 0.424 -0.080
-0.703 0.153 -0.677
0.635 -0.447 -0.638
0.407 2.140 -0.988
-0.222 -0.145 0.019
0.229 0.052 0.019
-0.307 -0.137 0.088
0.294 0.420 -0.298
-0.049 0.330 0.661
0.018 0.112 -0.672
0.453 0.113 0.017

- Net charge: -1
- Max |F|: 0.114 hartree/bohr
- Energy above the lowest of the compared OMol25 structures with the same formula, charge and spin: 83.8 kcal/mol
- Kohn-Sham gap: 6.351 eV
- Highest occupied orbital energy: -0.1581 hartree

***

Density functional theory data (ωB97M-V/def2-TZVPD) for one molecule with the formula C10H23N2P in a non-equilibrium geometry.

Element x y z (Å)
C  3.132  0.931  1.131
C  3.031  -0.104  -0.116
C  3.059  -1.389  0.544
C  4.262  0.141  -0.948
N  1.801  0.100  -0.784
C  0.707  -0.192  -0.258
C  -0.573  0.207  -0.954
N  -1.780  -0.541  -0.601
P  -1.571  -2.190  -0.031
C  -2.866  0.304  0.055
C  -3.938  -0.766  0.409
C  -2.393  0.905  1.370
C  -3.438  1.304  -0.936
H  4.168  1.128  1.590
H  2.861  1.978  0.706
H  2.417  0.605  2.028
H  4.065  -1.454  1.137
H  2.963  -2.357  -0.142
H  2.400  -1.508  1.444
H  4.463  -0.598  -1.794
H  4.235  1.144  -1.407
H  5.285  0.062  -0.476
H  0.694  -0.833  0.647
H  -0.702  1.315  -0.895
H  -0.371  0.033  -2.094
H  -0.710  -2.508  -1.003
H  -2.812  -2.824  -0.631
H  -4.845  -0.287  0.925
H  -4.351  -1.277  -0.345
H  -3.529  -1.501  1.113
H  -2.767  0.314  2.183
H  -2.820  1.936  1.410
H  -1.267  0.893  1.386
H  -2.684  1.542  -1.645
H  -4.222  0.890  -1.653
H  -3.836  2.322  -0.563

Cartesian forces, eV/Å:
-0.649 1.565 0.417
1.138 1.538 2.778
2.162 -4.853 2.317
2.051 -0.376 -2.243
-0.098 1.709 -1.504
-0.247 -0.701 0.264
0.192 -0.548 -2.402
-0.586 1.172 0.362
-2.249 0.357 0.884
-0.660 -2.732 0.041
-0.375 2.920 3.853
0.844 1.265 -0.731
-1.553 1.030 -1.156
-1.303 -0.917 -0.908
0.005 -1.667 0.929
1.320 0.878 -2.114
-1.349 -0.221 -1.405
0.193 2.112 1.320
-0.073 0.128 -1.199
-1.037 0.775 0.772
-0.144 -0.359 0.086
-1.450 0.210 0.497
-0.494 0.557 -0.060
-0.116 -0.870 0.314
-0.128 0.344 1.807
1.187 -0.613 -1.580
1.621 0.547 0.275
1.366 -0.380 -0.451
-1.167 -1.705 -3.340
-0.166 0.299 0.115
-0.017 -0.129 0.587
0.692 -0.658 0.494
-1.136 0.428 0.260
0.957 0.568 -0.535
0.670 0.147 1.332
0.597 -1.822 -0.077

- Max |F|: 0.113 hartree/bohr
- Energy above the lowest of the compared OMol25 structures with the same formula, charge and spin: 0.0 kcal/mol
- Kohn-Sham gap: 8.620 eV
- Highest occupied orbital energy: -0.2863 hartree

***

Question: Look up the max |F| of the fourth one.
Answer: 0.018 hartree/bohr